Entry from the Open Molecules 2025 dataset: C46H40N9O6PY as an isolated structure at a distorted geometry (ωB97M-V/def2-TZVPD).

Output
* DFT total energy: -84372.373 eV
* orbital gap: 8.27 eV
* relative energy (zero: lowest compared OMol25 entry of this formula, charge and spin): 842.9 kJ/mol
* highest occupied orbital energy: -10.541 eV
* E_LUMO: -2.3 eV

Structure (ORCA input):
```
! RIJCOSX wB97M-V def2-TZVPD def2/J DEFGRID3
* xyz 1 1
Y -0.512 -0.538 0.661
O 1.481 0.903 3.843
C 1.195 0.509 2.744
O 0.372 -0.503 2.475
C 1.833 1.133 1.497
C 2.825 0.148 0.850
C 3.860 0.934 0.048
C 3.025 1.411 -1.167
C 1.674 0.751 -0.877
O 2.031 -0.488 -0.212
C 0.873 1.355 0.293
C -1.966 1.198 0.826
O -1.338 2.183 1.671
O -2.191 1.536 -0.315
H 2.352 2.021 1.859
H 3.222 -0.611 1.517
H 4.277 1.748 0.640
H 4.676 0.288 -0.270
H 2.952 2.492 -1.271
H 3.438 1.030 -2.100
H 1.085 0.541 -1.776
H 0.135 2.888 -0.871
N -0.066 -3.026 1.015
C -0.979 -4.001 0.452
C -1.110 -5.248 1.053
C -1.966 -6.191 0.515
C -2.689 -5.899 -0.637
C -2.561 -4.657 -1.228
C -1.720 -3.683 -0.683
P -1.610 -2.026 -1.476
C -1.233 -2.538 -3.188
C -2.090 -2.352 -4.264
C -1.722 -2.801 -5.528
C -0.505 -3.433 -5.720
C 0.356 -3.622 -4.645
C -0.004 -3.172 -3.387
C -3.333 -1.440 -1.446
C -4.310 -2.004 -0.628
C -5.591 -1.468 -0.602
C -5.901 -0.367 -1.385
C -4.924 0.218 -2.181
C -3.644 -0.304 -2.199
H 0.070 -3.198 2.007
H 0.852 -3.126 0.584
H -0.534 -5.479 1.942
H -2.061 -7.159 0.987
H -3.352 -6.638 -1.068
H -3.131 -4.422 -2.120
H -3.050 -1.872 -4.126
H -2.397 -2.657 -6.361
H -0.226 -3.782 -6.705
H 1.308 -4.115 -4.791
H 0.672 -3.322 -2.551
H -4.083 -2.864 -0.010
H -6.344 -1.913 0.034
H -6.902 0.043 -1.368
H -5.157 1.093 -2.774
H -2.875 0.182 -2.790
C -0.087 4.851 -6.375
N -0.073 3.884 -5.284
C -0.742 3.904 -4.123
N -0.380 2.884 -3.366
C 0.535 2.256 -4.153
N 0.761 2.826 -5.314
C 0.470 6.192 -5.944
C -0.024 7.370 -6.489
C 0.498 8.598 -6.109
C 1.511 8.661 -5.167
C 2.004 7.485 -4.612
C 1.494 6.254 -5.007
C 3.059 7.551 -3.592
N 4.215 8.114 -3.643
N 4.809 7.893 -2.395
C 3.956 7.217 -1.711
O 2.825 6.951 -2.401
C 4.051 6.699 -0.347
C 5.293 6.434 0.232
C 5.346 5.903 1.511
C 4.170 5.588 2.188
C 2.937 5.836 1.600
C 1.667 5.436 2.282
N 0.886 4.465 1.487
C 1.388 3.811 0.473
N 0.438 2.787 0.100
C -0.847 3.259 0.991
N -0.333 4.255 1.875
C 2.888 6.424 0.346
H -1.101 4.962 -6.755
H 0.523 4.406 -7.159
H -1.457 4.672 -3.869
H 1.046 1.354 -3.863
H -0.824 7.328 -7.220
H 0.102 9.509 -6.535
H 1.919 9.612 -4.851
H 1.885 5.343 -4.568
H 6.194 6.654 -0.326
H 6.304 5.708 1.976
H 4.217 5.137 3.173
H 1.004 6.274 2.485
H 1.858 4.933 3.228
H 2.442 3.741 0.284
H -1.548 3.640 0.251
H 1.932 6.663 -0.107
*
```